Record 1
Here is a molecular structure, C20H33N7NaOP2SbSe4 from the Open Molecules 2025 dataset. Energies are from ωB97M-V/def2-TZVPD.

The geometry in XYZ format:
```
69
Properties=species:S:1:pos:R:3:forces:R:3:mulliken_charge:R:1
Sb -1.86822 -0.26671 4.69249 0.1 -0.1 0.0 0.811
Se -3.37254 -0.84432 2.79485 0.0 0.1 0.0 -0.745
Se -0.57213 -2.28852 5.43859 -0.1 0.0 0.1 -0.843
Se -3.05906 0.67252 6.59977 0.0 0.0 0.0 -0.789
Se -0.21673 1.39185 3.74598 0.0 0.2 0.0 -0.770
P 0.98324 2.58336 -0.71995 0.1 0.4 0.2 1.416
P 0.84930 -0.51033 -1.15507 0.2 0.2 -1.0 1.967
Na -0.72797 0.13358 1.24993 -0.3 0.0 0.3 0.616
O -3.84079 3.91079 -4.39145 0.0 0.0 0.0 -0.643
N 1.77254 -0.82364 1.34475 0.1 0.0 0.0 -0.192
N 2.11495 -1.07105 3.66630 0.0 -0.3 0.1 -0.605
N -0.71794 -4.24640 2.21036 -0.1 0.1 0.1 0.188
N -2.25468 1.27741 -0.42254 0.0 0.0 0.0 0.155
N -4.87124 1.92282 -4.68330 0.0 0.0 0.0 -0.359
N -0.71657 -2.21791 0.98614 0.0 -0.2 -0.1 -0.028
N 1.00701 -2.71870 2.49131 0.1 0.0 -0.1 0.036
C -3.23912 0.86008 -2.55615 0.0 -0.1 0.1 -0.704
C 3.81237 2.36329 -1.04010 0.0 0.0 0.0 -0.627
C 1.34612 3.48837 0.84476 0.1 -0.1 0.0 -1.181
C -4.04903 2.77672 -4.00688 0.1 0.0 0.2 0.151
C 2.57907 1.71626 -1.02948 -0.2 -0.2 0.0 -0.080
C -2.43310 2.58117 -0.62303 -0.1 -0.1 0.1 -1.031
C -3.41802 2.21877 -2.76050 -0.1 0.1 -0.2 0.999
C 0.40941 -0.11269 -2.95016 -0.1 0.0 0.1 -1.343
C 2.51443 0.32795 -1.24718 -0.1 0.0 0.2 -0.261
C -3.00615 3.10026 -1.77313 0.0 0.0 0.1 -0.210
C 1.62418 -1.46363 2.44991 0.2 0.0 -0.1 0.080
C 1.28037 -2.26710 -1.50120 0.1 0.1 0.2 -1.990
C 3.70586 -0.36592 -1.46030 0.0 0.0 0.0 -0.622
C 4.98674 1.66108 -1.25815 0.0 0.0 0.0 -0.849
C -2.16279 -4.35000 2.39263 0.0 -0.1 0.0 -0.945
C 0.02102 -5.12438 3.09987 0.0 0.0 -0.1 -1.053
C -2.65356 0.44027 -1.36920 0.0 0.0 0.0 -0.585
C 1.13332 4.02012 -1.87489 0.1 -0.1 -0.1 -1.483
C 4.92752 0.28941 -1.46905 0.0 0.0 0.0 -0.682
C -0.19967 -3.01388 1.84224 0.3 0.0 0.0 0.190
H 1.09327 3.67349 -2.90908 0.0 0.0 0.0 0.328
H 1.79681 -2.69984 -0.64489 0.0 0.0 0.0 0.455
H 1.32341 2.80191 1.69463 0.0 0.0 0.0 0.070
H -1.59101 -2.59490 0.63582 0.0 0.0 0.1 -0.004
H -5.20801 1.08502 -4.24538 0.0 0.0 0.0 0.198
H 2.30753 4.00732 0.80866 0.0 0.0 0.0 0.422
H 1.52724 -1.40440 4.44236 0.0 0.1 0.0 0.130
H 5.83956 -0.27347 -1.63141 0.0 0.0 0.0 0.365
H 2.19918 -0.06357 3.72182 -0.1 0.0 0.0 0.269
H 2.05605 4.58639 -1.72619 0.0 0.0 0.0 0.413
H -2.11033 3.23035 0.18373 0.0 0.0 0.0 0.492
H -5.39530 2.31109 -5.44771 0.0 0.0 0.0 0.240
H 3.85888 3.43283 -0.86351 0.0 0.0 0.0 0.238
H -2.39002 -4.43924 3.45843 0.0 0.0 0.0 0.284
H -0.43100 -6.11643 3.03487 0.0 0.0 0.0 0.354
H 0.55237 4.21815 1.01642 0.0 0.0 0.0 0.421
H 0.34095 -2.80555 -1.63107 0.0 0.0 0.0 0.385
H -0.44185 -0.73005 -3.25333 0.0 0.0 0.0 0.416
H -3.14009 4.16472 -1.90718 0.0 0.0 0.0 0.485
H -3.50610 0.12622 -3.30624 0.0 0.0 0.0 0.374
H 1.23717 -0.29685 -3.63950 0.0 0.0 0.0 0.376
H 1.88041 -2.37545 -2.40820 0.0 0.0 0.0 0.503
H -0.03212 -4.78317 4.14194 0.0 0.0 0.0 0.283
H 0.10480 0.93327 -3.03948 0.0 0.0 0.0 0.224
H 1.06123 -5.20511 2.78663 0.0 0.0 0.0 0.285
H 0.96213 -3.04420 3.45393 -0.1 0.1 0.1 0.166
H -2.55297 -5.22343 1.85742 0.0 0.0 0.0 0.269
H 0.28392 4.68566 -1.70966 0.0 0.0 0.0 0.441
H 5.94068 2.17478 -1.25420 0.0 0.0 0.0 0.370
H 3.68333 -1.43843 -1.60354 0.0 0.0 0.0 0.307
H -2.49857 -0.61509 -1.16810 0.0 0.0 0.0 0.313
H -2.66479 -3.44220 2.06366 0.0 0.0 0.0 0.161
H 2.22511 0.06927 1.53020 0.0 0.0 0.1 -0.025
```
Forces are in eV/Å.

## Properties
orbital gap = 4.0767 eV
relative energy (zero: lowest compared OMol25 entry of this formula, charge and spin) = 1.31 kcal per mole
lowest unoccupied orbital energy = 3.3 eV
net charge = -2

Record 2
Here is C5H8OS2 in the gas phase from the Open Molecules 2025 dataset. Energies are from ωB97M-V/def2-TZVPD.

The geometry in XYZ format:
```
16
Properties=species:S:1:pos:R:3:forces:R:3:mulliken_charge:R:1
S 2.49781 -0.25720 -0.87372 -2.1 -0.6 1.4 -0.207
S -3.30970 -0.37507 -0.70718 0.7 0.0 0.6 -0.259
O -1.14487 0.22106 0.79893 -0.2 -0.8 -2.3 -0.375
C 0.51457 -1.99607 0.30728 -0.2 0.6 1.2 -0.856
C 0.33122 1.90043 -0.22411 -2.6 0.8 0.5 -0.923
C 1.09009 -0.54494 -0.00785 0.5 -1.9 -0.9 0.098
C -1.74487 -0.06035 -0.41736 -1.4 0.5 2.0 -0.173
C 0.26266 0.54880 0.56677 -0.3 2.3 0.1 0.120
H -1.10472 0.07583 -1.23656 1.1 -0.2 -1.0 0.359
H -0.65901 -2.13621 -0.03772 3.3 0.3 1.1 0.239
H 1.20230 -2.72291 -0.17098 -0.7 0.3 0.2 0.363
H 1.39244 2.21284 -0.36501 -1.1 -0.3 -0.3 0.416
H -0.23595 2.69346 0.47843 1.3 -1.6 -1.7 0.287
H -0.36810 1.76942 -1.20348 2.3 0.8 2.1 0.259
H 0.60284 0.79918 1.57595 0.2 -0.4 0.0 0.399
H 0.67329 -2.12825 1.51661 -0.9 0.3 -3.0 0.253
```
Forces are in eV/Å.

## Properties
orbital gap = 8.3148 eV
relative energy (zero: lowest compared OMol25 entry of this formula, charge and spin) = 63.50 kcal per mole
lowest unoccupied orbital energy = -0.8 eV
SMILES string = CC(=S)[C@@H](C)OC=S

Record 3
Here is C4H5NO2 in the gas phase from the Open Molecules 2025 dataset. Energies are from ωB97M-V/def2-TZVPD.

The geometry in XYZ format:
```
12
Properties=species:S:1:pos:R:3:forces:R:3:mulliken_charge:R:1
O 0.30108 -1.26174 -0.51303 -0.2 0.1 -0.1 -0.364
O -2.17833 0.75501 0.83329 -0.1 -0.4 -0.4 -0.451
N 1.83250 0.20882 0.29432 0.1 -0.6 -0.1 -0.517
C -0.36091 0.01955 -0.47265 -0.1 0.3 0.1 0.268
C 0.50960 0.80550 0.49372 -0.3 0.2 0.1 -0.495
C 1.58740 -0.93965 -0.18114 0.3 0.1 0.1 0.093
C -1.80363 -0.02298 -0.00974 -0.1 0.2 0.2 -0.161
H 0.43295 1.88532 0.35050 0.4 -0.2 -0.1 0.376
H -2.51215 -0.73095 -0.48078 0.2 0.0 0.0 0.364
H 2.29830 -1.74548 -0.34518 -0.1 0.2 0.0 0.378
H -0.30916 0.43833 -1.49408 -0.2 0.0 0.2 0.221
H 0.20236 0.58828 1.52477 0.0 0.2 -0.1 0.288
```
Forces are in eV/Å.

## Properties
orbital gap = 10.6298 eV
relative energy (zero: lowest compared OMol25 entry of this formula, charge and spin) = 33.62 kcal per mole
lowest unoccupied orbital energy = 0.6 eV
SMILES string = O=C[C@H]1CN=CO1

Record 4
Here is 2 unconnected molecules or ions with the total composition F2HNS from the Open Molecules 2025 dataset. Energies are from ωB97M-V/def2-TZVPD.

The geometry in XYZ format:
```
5
Properties=species:S:1:pos:R:3:forces:R:3:mulliken_charge:R:1
S 1.02655 -0.48579 -0.23902 0.5 0.7 0.5 0.450
F 1.40800 -0.60700 1.39068 -0.2 -0.2 -0.5 -0.285
F -1.01608 1.55890 0.03538 -3.3 -1.6 -1.2 -0.410
N 0.46959 -1.60681 -0.91376 -0.2 -0.5 0.0 -0.174
H -1.88806 1.14069 -0.27328 3.3 1.6 1.2 0.419
```
Forces are in eV/Å.

## Properties
orbital gap = 10.5772 eV
relative energy (zero: lowest compared OMol25 entry of this formula, charge and spin) = 8.37 kcal per mole
lowest unoccupied orbital energy = -0.7 eV

Record 5
Here is C5H11N3O in the gas phase from the Open Molecules 2025 dataset. Energies are from ωB97M-V/def2-TZVPD.

The geometry in XYZ format:
```
20
Properties=species:S:1:pos:R:3:forces:R:3:mulliken_charge:R:1
O 1.67845 -0.07559 1.05550 -0.5 0.0 -1.1 -0.659
N -2.12281 0.49822 0.72880 -0.4 0.5 0.5 -0.473
N -0.04568 0.66929 -0.42670 0.6 -0.8 -0.1 0.137
N -1.11288 -2.09652 1.46908 -0.1 0.1 0.3 -0.635
C -0.62768 -1.38893 0.34295 -1.4 0.3 -1.0 -0.445
C 1.20665 -0.08408 -0.08348 0.7 2.1 1.0 0.594
C -0.09452 2.09218 -0.68781 -0.1 -0.3 -0.1 -0.952
C -1.03411 -0.06054 0.14013 0.9 -1.9 0.7 0.358
C 2.09068 -0.31005 -1.29045 -0.2 -0.6 0.0 -1.326
H 2.76095 0.54712 -1.40865 -0.1 0.0 0.1 0.345
H -2.00645 1.39290 1.18468 0.0 0.0 0.0 0.201
H -2.66755 -0.16364 1.26762 0.0 0.1 -0.2 0.299
H -0.86922 -3.07968 1.44552 -0.1 0.3 0.1 0.252
H -0.27879 -2.00889 -0.47279 0.3 0.4 -0.1 0.385
H -0.76064 -1.67676 2.32830 0.0 -0.3 -0.1 0.228
H 1.50856 -0.43626 -2.20400 0.1 0.0 0.1 0.320
H 0.74271 2.39137 -1.32003 0.0 0.0 0.1 0.299
H -1.02041 2.34013 -1.21340 0.1 0.0 0.1 0.331
H -0.05895 2.64019 0.26084 0.1 0.2 -0.1 0.354
H 2.71168 -1.19044 -1.11610 0.0 0.1 -0.1 0.387
```
Forces are in eV/Å.

## Properties
orbital gap (alpha / beta) = 7.3045 / 7.3051 eV
relative energy (zero: lowest compared OMol25 entry of this formula, charge and spin) = 58.04 kcal per mole
lowest unoccupied orbital energy (alpha / beta) = 0.9 / 0.9 eV
SMILES string = CC(=O)N(C)/C(N)=C/N

Record 6
Here is a molecular structure, C6H8N2OS from the Open Molecules 2025 dataset. Energies are from ωB97M-V/def2-TZVPD.

The geometry in XYZ format:
```
18
Properties=species:S:1:pos:R:3:forces:R:3:mulliken_charge:R:1
S -0.13687 1.43601 -0.08630 -0.7 -0.2 0.1 0.037
O 3.72811 -0.83537 -0.20918 1.4 -0.3 -0.2 -0.585
N -1.81428 1.26207 -0.10437 1.3 -1.7 -0.7 -0.543
N 1.55235 -0.80519 0.10952 -1.9 2.2 -0.4 -0.189
C -0.94122 -0.95184 -0.06663 0.1 0.1 -0.9 -0.734
C 0.27021 -0.27111 -0.04363 -1.2 0.4 0.4 0.670
C -2.06734 -0.04595 -0.18267 0.6 0.5 1.7 0.536
C 2.74896 -0.16670 -0.07304 -0.9 1.3 0.3 0.765
C -3.48946 -0.50375 0.03355 0.2 -1.8 -1.9 -0.956
C 2.73388 1.36575 0.06792 0.9 -0.3 -0.1 -1.315
H 2.26248 1.97127 -0.70427 -0.1 -0.5 -0.4 0.387
H -1.06848 -2.05241 -0.14397 0.3 0.9 0.3 0.224
H 1.59019 -1.76960 0.17985 0.3 -2.1 0.0 0.175
H -4.05474 -0.50284 -0.97978 0.6 0.2 1.9 0.236
H 3.79079 1.63971 0.04610 -0.2 0.1 0.4 0.298
H -3.90435 0.15629 0.78497 -0.5 -0.1 -0.1 0.308
H 2.23080 1.67070 0.99046 0.4 -0.2 0.1 0.427
H -3.43100 -1.59704 0.38148 -0.4 1.7 -0.3 0.259
```
Forces are in eV/Å.

## Properties
orbital gap = 9.7467 eV
relative energy (zero: lowest compared OMol25 entry of this formula, charge and spin) = 13.46 kcal per mole
lowest unoccupied orbital energy = 0.7 eV

- What is the formula in the first record?
  C20H33N7NaOP2SbSe4